Entry 1:
{
  "formula": "C3H3N3OS",
  "method": "the ωB97M-V functional and the def2-TZVPD basis",
  "symbols": ["C", "C", "C", "H", "H", "H", "N", "N", "N", "O", "S"],
  "positions_angstrom": [[-0.312703, 0.038174, -1.475619], [-0.915702, 0.206135, -0.233005], [-0.141496, 0.017150, 0.911141], [-0.351206, 0.124523, -3.485719], [-1.863789, 0.365489, -2.807495], [-1.986491, 0.489903, -0.103438], [-0.883727, 0.128987, -2.666644], [1.763123, -0.398396, -0.581463], [1.066485, -0.214659, -1.551989], [1.169600, -0.242602, 0.723055], [-0.659817, 0.173789, 2.437362]],
  "forces_ev_per_angstrom": [[-0.5, 0.6, 2.6], [-0.9, 0.0, -2.4], [0.3, 0.4, 0.5], [1.1, -0.1, -1.0], [0.6, -0.2, 0.5], [1.1, -0.4, -0.2], [-2.0, 0.3, -0.4], [0.0, 0.4, 1.1], [-0.4, -0.4, -0.9], [1.0, -0.6, -0.5], [-0.3, 0.0, 0.7]],
  "nbo_charge": [0.347, -0.378, 0.149, 0.409, 0.409, 0.250, -0.750, 0.229, -0.207, -0.354, -0.104],
  "smiles": "Nc1cc(=S)onn1",
  "de_lowest_kj_mol": 338.24,
  "e_homo_ev": -8.508
}

---

Entry 2:
{
  "formula": "C5H10N2O3",
  "method": "the ωB97M-V functional and the def2-TZVPD basis",
  "symbols": ["C", "C", "C", "C", "C", "N", "N", "O", "O", "O", "H", "H", "H", "H", "H", "H", "H", "H", "H", "H"],
  "positions_angstrom": [[-1.454424, -2.088550, -0.390091], [0.965988, 1.859077, 1.400879], [-0.408052, -1.087290, -0.795962], [0.984872, 0.947933, 0.191787], [-0.228998, 0.012318, 0.266305], [-0.595321, -0.246962, 1.600465], [-1.603057, 1.316399, -0.370104], [-1.621610, -0.817198, 1.869186], [-1.595028, 1.379350, -1.541243], [-2.218164, 1.874466, 0.478914], [-2.364619, -1.617522, -0.200721], [-1.128285, -2.626038, 0.585955], [-1.834150, -2.849202, -1.154104], [-0.170202, 2.214111, 1.559144], [1.065713, 1.203564, 2.299523], [1.654497, 2.637501, 1.443041], [0.645766, -1.559440, -0.799468], [-0.539963, -0.495299, -1.680721], [1.812315, 0.267588, 0.168520], [0.901843, 1.674136, -0.660262]],
  "forces_ev_per_angstrom": [[0.3, -2.7, -0.1], [-3.8, -1.9, 2.2], [2.7, -0.3, 2.0], [-1.4, 0.8, -0.2], [-1.9, 1.9, -1.9], [0.5, -0.6, 1.0], [2.3, -3.0, 2.6], [-0.2, 0.6, -0.1], [-0.7, 0.9, -2.0], [-0.9, 0.8, -0.1], [-1.4, 1.0, 0.7], [-0.7, 0.7, -1.9], [1.5, 0.8, 0.7], [2.7, -0.1, -0.5], [0.4, 0.8, -0.5], [1.1, 1.4, -0.2], [-1.5, 0.5, -0.5], [-0.2, -0.2, -0.8], [1.0, 0.1, -0.4], [0.3, -1.5, 0.0]],
  "nbo_charge": [-0.621, -0.618, -0.468, -0.469, 0.227, 0.059, 0.544, -0.219, -0.351, -0.348, 0.222, 0.220, 0.228, 0.220, 0.223, 0.219, 0.215, 0.262, 0.217, 0.238],
  "de_lowest_kj_mol": 836.26,
  "e_homo_ev": [-8.939, -9.270]
}

---

Entry 3:
{
  "formula": "H2KO",
  "method": "the ωB97M-V functional and the def2-TZVPD basis",
  "symbols": ["O", "H", "H", "K"],
  "positions_angstrom": [[0.269673, 0.430391, -0.169471], [0.760185, 0.667601, -0.988844], [0.848990, 0.737703, 0.564166], [-1.878848, -1.835695, 0.594149]],
  "forces_ev_per_angstrom": [[0.8, 0.2, 0.1], [-0.5, -0.2, 0.8], [-0.5, -0.2, -0.8], [0.2, 0.2, -0.1]],
  "nbo_charge": [-0.991, 0.500, 0.492, 0.999],
  "de_lowest_kj_mol": 13.47,
  "charge": 1,
  "e_homo_ev": -15.867
}

---

Entry 4:
{
  "formula": "C35H32F2N11O3PbSe",
  "method": "the ωB97M-V functional and the def2-TZVPD basis",
  "symbols": ["Pb", "N", "C", "N", "C", "N", "C", "C", "N", "C", "C", "N", "H", "H", "H", "H", "H", "F", "C", "C", "C", "C", "O", "C", "C", "N", "C", "C", "C", "C", "C", "C", "N", "C", "C", "N", "C", "C", "C", "O", "O", "H", "H", "H", "H", "H", "H", "H", "H", "H", "H", "H", "H", "H", "H", "H", "H", "H", "H", "F", "C", "C", "C", "C", "C", "C", "C", "H", "H", "H", "H", "H", "H", "Se", "N", "C", "C", "C", "C", "N", "C", "N", "H", "H", "H"],
  "positions_angstrom": [[-0.825561, -1.840300, 0.236475], [-1.189829, -0.836951, -4.070655], [-0.885701, -1.831809, -3.243492], [-1.547755, -1.706315, -2.115334], [-2.350338, -0.632838, -2.396283], [-2.182154, -0.078797, -3.572579], [-3.281129, -0.100051, -1.409534], [-4.128923, 0.995882, -1.709885], [-4.693887, 1.654997, -0.738769], [-4.604680, 1.123821, 0.458113], [-3.864728, -0.060699, 0.755101], [-3.146106, -0.627803, -0.188638], [-0.832264, -0.682492, -4.985614], [-0.187289, -2.677501, -3.554198], [-4.367565, 1.419264, -2.741769], [-5.056906, 1.712924, 1.287951], [-3.644749, -0.313193, 1.796498], [-1.813309, 5.011877, -1.154933], [-0.598485, 4.405577, -1.023037], [-0.600975, 3.018330, -1.021876], [0.686399, 2.402701, -1.006000], [0.667625, 1.003926, -0.894927], [-0.421535, 0.304755, -0.723849], [2.033680, 0.387807, -0.890084], [3.129218, 1.093314, -1.015561], [3.106857, 2.497337, -1.062126], [4.334624, 3.153877, -1.385684], [5.209612, 2.596361, -2.413351], [4.442677, 3.781183, -2.749349], [1.861030, 3.153943, -1.010308], [1.795682, 4.554204, -0.960504], [0.555079, 5.161848, -0.992185], [0.444344, 6.548487, -1.128976], [1.543308, 7.297715, -1.677350], [0.997320, 8.725650, -2.126599], [0.650658, 9.561714, -0.932257], [-0.107289, 8.681438, 0.103368], [-0.578122, 7.337977, -0.485495], [2.172938, -1.150074, -0.729363], [2.916113, -1.701218, -1.517308], [1.498473, -1.641545, 0.279760], [-1.448179, 2.457734, -1.198446], [4.056443, 0.617351, -0.976394], [4.896745, 3.558869, -0.557277], [4.955861, 1.668600, -2.896826], [6.330660, 2.694354, -2.292618], [3.553480, 3.590339, -3.309552], [4.832093, 4.752123, -3.031515], [2.689593, 5.137870, -1.156408], [1.899283, 6.854739, -2.573990], [2.371924, 7.421370, -0.885439], [0.116553, 8.605891, -2.765305], [1.823574, 9.115907, -2.692272], [0.130061, 10.401447, -1.230741], [1.465241, 9.855157, -0.453114], [-1.050939, 9.255958, 0.481439], [0.592417, 8.456525, 0.989044], [-1.424615, 7.484224, -1.203533], [-1.091621, 6.764431, 0.318424], [-0.907029, -10.242616, 4.065593], [-0.917439, -9.427104, 5.018132], [0.217564, -9.295922, 5.780676], [0.060316, -8.521968, 6.949053], [-1.145909, -7.908571, 7.323426], [-1.240465, -7.126731, 8.425388], [-2.274417, -8.069529, 6.392049], [-2.163415, -8.746913, 5.247333], [1.223449, -9.693413, 5.547006], [0.904129, -8.486546, 7.594913], [-0.372027, -6.825264, 8.942884], [-2.195894, -6.640865, 8.703460], [-3.190403, -7.598934, 6.651264], [-2.772345, -8.845925, 4.306213], [2.151551, -4.690866, -2.048922], [1.546077, -6.330962, -1.978247], [0.329754, -6.237634, -1.487698], [-0.518424, -7.328124, -1.241104], [-1.782741, -7.127711, -0.744975], [-2.069473, -5.784988, -0.293269], [-1.299464, -4.744296, -0.477271], [-0.141196, -4.910645, -1.145770], [0.722382, -3.962188, -1.437770], [-0.353618, -8.382493, -1.505693], [-2.539801, -7.832146, -0.602589], [-3.106092, -5.635859, 0.161045]],
  "forces_ev_per_angstrom": [[0.8, -0.5, -0.1], [-0.4, -0.6, 0.0], [2.0, -1.6, -0.9], [-0.5, 0.1, -0.8], [-0.7, 0.4, 0.2], [0.4, -0.2, 0.5], [-0.2, 0.3, -0.8], [0.5, -0.4, -1.8], [-1.0, 0.2, 0.6], [0.2, -0.3, 2.2], [-0.3, 2.1, 0.4], [-0.4, 0.6, -0.6], [0.1, 0.1, -0.7], [-0.9, 1.5, 0.8], [0.9, -1.0, 1.3], [0.3, -0.7, -0.6], [-0.5, -0.3, -0.3], [0.6, 0.1, 0.0], [-2.1, -2.5, 0.0], [3.2, 3.1, -0.1], [-2.0, 0.4, 0.2], [1.3, -3.3, 0.9], [2.1, 1.7, -0.4], [-4.2, -2.1, 0.3], [-0.2, 3.6, 0.2], [-1.2, -1.6, -0.1], [0.4, 1.2, 0.9], [2.8, -1.4, -0.9], [-1.0, 1.1, -0.5], [1.7, -0.4, 0.0], [0.0, -0.2, -0.9], [0.7, 1.6, 0.0], [0.4, -0.1, 0.1], [-0.6, 2.0, 1.8], [0.9, -2.0, 0.2], [-1.5, -1.2, -0.2], [-1.0, 0.0, 1.6], [-1.9, -0.1, -0.4], [-0.7, 1.1, 0.9], [0.0, -0.7, 0.1], [0.4, 0.3, -1.2], [-1.7, -1.0, 0.0], [1.5, -0.4, -0.2], [-0.3, 0.4, 0.3], [-0.2, -0.2, -0.1], [-1.5, -0.1, 0.1], [-0.5, -0.2, -0.5], [0.4, -0.1, 0.6], [-0.1, -0.1, 0.5], [0.6, -0.6, -0.6], [-0.7, 0.0, -1.3], [0.2, 0.1, 0.3], [0.1, 0.9, -0.1], [0.1, -0.4, 0.3], [1.3, 0.7, 0.3], [1.9, -0.9, -0.7], [-0.9, 0.8, -1.4], [0.6, 0.4, 0.4], [0.7, 0.5, -0.2], [0.1, -1.6, -2.4], [-0.7, 1.2, 1.7], [1.0, 1.5, 2.3], [1.2, -1.6, -1.8], [-1.5, -0.3, -0.8], [-1.4, 0.5, -0.9], [0.0, 0.5, 0.9], [1.3, -1.0, -2.1], [-1.0, -0.1, 0.0], [0.6, 0.3, 0.5], [0.8, 0.0, 0.9], [0.7, -0.4, -0.1], [-0.7, 0.5, 0.2], [-0.3, 0.3, 1.7], [1.6, 0.0, -0.7], [0.2, 0.0, -0.2], [-0.2, 0.0, 0.4], [-2.2, -2.2, -0.2], [1.9, 3.0, 0.4], [-1.5, -0.3, -0.3], [-1.1, 0.8, 0.3], [0.8, -1.8, -0.1], [-1.5, 1.3, 0.8], [0.9, 0.7, -0.1], [-0.7, -1.3, 0.1], [1.6, 0.1, -0.4]],
  "mulliken_charge": [1.296, 0.197, -0.118, -0.165, 0.405, -0.708, 0.482, -0.309, -0.450, -0.262, -0.285, -0.254, 0.172, 0.350, 0.386, 0.354, 0.419, -0.340, -0.113, -1.021, 0.865, 1.263, -0.545, 0.361, -0.776, 0.245, -0.399, -0.809, -0.489, -0.152, -1.061, -0.076, 0.331, -0.824, -1.121, 0.006, -0.823, -0.670, 0.071, -0.654, -0.762, 0.708, 0.785, 0.365, 0.324, 0.265, 0.267, 0.309, 0.598, 0.700, 0.368, 0.377, 0.484, 0.375, 0.350, 0.374, 0.333, 0.352, 0.533, -0.201, 0.623, -0.564, -0.208, 0.841, -0.822, -0.316, -0.567, 0.401, 0.420, 0.315, 0.293, 0.412, 0.372, 0.461, -0.784, 0.506, -0.424, -0.678, -0.264, -0.165, 0.454, -0.247, 0.432, 0.494, 0.333],
  "de_lowest_kj_mol": 58.08,
  "charge": 3,
  "e_homo_ev": [-14.137, -14.137]
}

---

Entry 5:
{
  "formula": "C6H5Br",
  "method": "the ωB97M-V functional and the def2-TZVPD basis",
  "symbols": ["C", "C", "C", "C", "C", "C", "Br", "H", "H", "H", "H", "H"],
  "positions_angstrom": [[-1.982595, 2.499718, -0.340438], [-0.264075, -1.412644, -1.470215], [-1.252231, 1.565921, -0.159466], [-0.328285, -0.625377, -0.560705], [0.349490, 0.489394, 1.470441], [-0.369736, 0.552116, 0.305296], [3.091637, -0.414710, -0.644188], [-2.514540, 3.381028, -0.623250], [-0.539330, -2.040846, -2.211644], [1.788715, -0.907015, -0.286187], [0.989039, -0.413702, 1.653499], [0.302800, 1.123008, 2.366613]],
  "forces_ev_per_angstrom": [[0.1, 0.3, -0.5], [-0.3, 1.7, 2.2], [0.0, 0.6, 1.0], [0.3, 0.8, -0.5], [-0.4, -0.9, -0.2], [1.0, -1.7, 1.3], [0.0, -0.1, 0.1], [-0.1, -0.2, 0.1], [-0.2, -1.8, -1.9], [0.5, 0.1, -0.3], [-0.8, 0.9, -0.4], [-0.1, 0.3, -1.0]],
  "nbo_charge": [-0.159, -0.183, -0.040, -0.028, -0.275, -0.190, -0.227, 0.240, 0.228, 0.208, 0.205, 0.221],
  "smiles": "C#CC(=C)C#C.Br",
  "de_lowest_kj_mol": 473.60,
  "e_homo_ev": -9.375
}

---

Entry 6:
{
  "formula": "C6H7N",
  "method": "the ωB97M-V functional and the def2-TZVPD basis",
  "symbols": ["C", "C", "C", "C", "C", "C", "N", "H", "H", "H", "H", "H", "H", "H"],
  "positions_angstrom": [[-0.353415, -0.865179, 1.571264], [-1.132222, 0.441805, 1.208167], [0.695923, -1.327988, 0.954176], [-0.990744, 0.625015, -0.256423], [1.333294, -0.285674, 0.093249], [0.205527, -0.012356, -0.951365], [-1.829274, 1.395606, -0.829310], [-1.898979, 0.956087, 1.709987], [1.007377, -2.412334, 1.136776], [1.697681, 0.648464, 0.464322], [2.195222, -0.658160, -0.497247], [-0.010734, -0.953257, -1.230681], [0.629464, 0.636088, -1.641444], [-1.549120, 1.811883, -1.731470]],
  "forces_ev_per_angstrom": [[-3.6, 4.8, -0.1], [3.2, -5.8, -1.1], [1.2, -1.4, 1.7], [-0.3, 0.2, -0.1], [0.9, -0.8, -2.3], [0.9, 2.4, 3.9], [-0.2, 1.4, 0.1], [-0.5, 0.5, 0.9], [-0.2, 1.6, -0.9], [-0.1, 0.4, 1.2], [-0.3, -0.2, 0.4], [-1.2, -3.0, -2.0], [0.2, 1.0, -1.9], [0.0, -1.0, 0.2]],
  "nbo_charge": [0.101, -0.222, -0.327, 0.231, -0.413, -0.452, -0.606, 0.230, 0.248, 0.225, 0.211, 0.219, 0.217, 0.338],
  "smiles": "[H]/N=C1/C=C=CCC1",
  "de_lowest_kj_mol": 498.60,
  "e_homo_ev": [-8.939, -8.575]
}